DFT (wB97M-V/def2-TZVPD) results for a structure of composition C34H34BCrN5O2.

Last column: Löwdin spin population.
Atoms and positions in Å:
Cr 0.78450 -0.55326 0.70557  1.05
N -3.11172 -2.49697 1.01766  0.00
C -2.03656 -1.86373 0.56368  0.00
N -0.95764 -1.64660 1.26219  0.00
C -0.92725 -2.05340 2.59986  0.00
N 0.06994 -1.75017 3.36755  0.00
N 0.97418 -0.96506 2.68540  0.00
C 2.10597 -0.72453 3.22715  0.00
C 2.99568 0.16804 2.48244  0.01
C 4.18220 0.62608 3.02054  0.00
C 4.92367 1.55366 2.29913  0.01
C 4.43608 1.98969 1.08425  0.00
C 3.24034 1.46719 0.60273  0.01
N 2.53545 0.55669 1.26974  0.00
C -2.04854 -2.82393 3.12768  0.00
C -2.05822 -3.34341 4.42548  0.00
C -3.15421 -4.04566 4.87590  0.00
C -4.25781 -4.23799 4.04210  0.00
C -4.26909 -3.73256 2.75883  0.00
C -3.15667 -3.02784 2.31168  0.00
H -3.90184 -2.61045 0.40188  0.00
H -2.05688 -1.51052 -0.46090  0.00
H 2.37916 -1.13046 4.19681  0.00
H 4.51104 0.27527 3.98914  0.00
H 5.85630 1.93482 2.69251  0.00
H 4.96586 2.72446 0.49466  0.00
H 2.81927 1.79260 -0.33459  0.00
H -1.19648 -3.18038 5.05673  0.00
H -3.16292 -4.44915 5.87878  0.00
H -5.11479 -4.78988 4.40382  0.00
H -5.12239 -3.88047 2.10918  0.00
C -2.90980 3.26183 0.03962  0.00
C -1.52967 2.77322 0.43203  0.00
C -1.29164 2.98891 1.92083  0.00
O -1.46110 1.34726 0.19686  -0.01
B -0.14164 1.05266 -0.15922  -0.01
O 0.57755 2.22309 -0.41708  0.00
C -0.37136 3.31561 -0.45419  0.00
C 0.30711 4.56206 0.08124  0.00
C -0.76922 3.52001 -1.90886  0.00
H -3.65572 2.81885 0.70010  0.00
H -3.15256 2.98866 -0.98564  0.00
H -2.97937 4.34715 0.13478  0.00
H -2.03798 2.42308 2.47934  0.00
H -1.37850 4.03904 2.20003  0.00
H -0.30166 2.63212 2.21341  0.00
H 0.73631 4.39192 1.06694  0.00
H -0.39919 5.39180 0.14695  0.00
H 1.10773 4.85910 -0.59700  0.00
H -1.24506 2.63107 -2.32593  0.00
H 0.12821 3.72654 -2.49270  0.00
H -1.45112 4.36320 -2.02349  0.00
C -0.75749 -1.38986 -6.27451  0.00
C -1.58495 -0.36488 -5.84021  0.00
C -1.60142 -0.01173 -4.50032  0.00
C -0.78378 -0.66205 -3.57347  0.00
C 0.03326 -1.70208 -4.02203  0.00
C 0.04450 -2.05997 -5.36090  0.00
C -0.84421 -0.21309 -2.16956  -0.02
C 0.10431 -0.34240 -1.22376  -0.01
C 1.45518 -0.88802 -1.38359  -0.01
C 1.75840 -2.08381 -0.69778  0.00
C 3.10909 -2.50051 -0.60109  0.00
C 4.10573 -1.76632 -1.18134  0.00
C 3.79173 -0.60465 -1.92532  -0.01
C 2.49974 -0.16785 -2.01790  0.00
H -0.74299 -1.67269 -7.31877  0.00
H -2.21910 0.15714 -6.54464  0.00
H -2.25219 0.78707 -4.16187  0.00
H 0.65421 -2.24613 -3.32415  0.00
H 0.68035 -2.87103 -5.69149  0.00
H -1.75047 0.33249 -1.91861  0.00
H 0.97074 -2.78980 -0.45616  0.00
H 3.34204 -3.42938 -0.09560  0.00
H 5.13343 -2.09777 -1.11193  0.00
H 4.58244 -0.06269 -2.42870  0.00
H 2.24356 0.72080 -2.58185  0.00

Forces on the atoms, in the same order (eV/Å):
Cr 0.0208 -0.3224 0.3263
N -0.0152 -0.0069 0.0239
C 0.0649 0.0189 0.0081
N -0.0190 -0.0198 -0.0801
C 0.0407 0.0153 0.0588
N -0.1052 -0.0093 -0.0892
N 0.1793 -0.1592 0.2504
C -0.0643 0.0255 -0.0967
C 0.0097 0.0088 -0.0180
C -0.0009 0.0017 -0.0087
C 0.0101 0.0087 -0.0075
C 0.0059 0.0212 -0.0300
C -0.0396 -0.0623 0.0700
N 0.0993 0.0337 -0.1432
C 0.0502 -0.0026 0.0511
C -0.0189 0.0050 -0.0150
C 0.0073 -0.0035 0.0126
C -0.0294 -0.0094 -0.0044
C 0.0393 -0.0024 0.0466
C -0.0404 0.0203 -0.1158
H -0.0181 -0.0194 0.0267
H -0.0152 -0.0062 0.0048
H -0.0191 0.0013 0.0183
H -0.0174 -0.0126 0.0016
H -0.0020 0.0009 -0.0035
H 0.0093 -0.0003 0.0126
H 0.0130 0.0196 -0.0040
H 0.0018 0.0031 -0.0049
H 0.0009 0.0009 -0.0030
H 0.0013 0.0021 -0.0018
H 0.0027 0.0042 -0.0061
C -0.0179 0.0234 -0.0014
C -0.0796 0.0452 -0.0108
C 0.0281 -0.0083 0.0370
O 0.0314 -0.1665 -0.0512
B -0.0515 0.4440 -0.1360
O -0.0508 -0.1153 -0.0264
C 0.0507 0.0562 0.0296
C -0.0027 0.0135 0.0035
C -0.0411 0.0084 -0.0675
H 0.0026 -0.0015 -0.0008
H -0.0005 -0.0115 0.0023
H 0.0208 -0.0021 0.0035
H 0.0044 -0.0026 -0.0004
H -0.0098 0.0050 -0.0200
H 0.0057 0.0028 -0.0106
H 0.0056 -0.0101 -0.0012
H -0.0159 -0.0151 -0.0007
H 0.0007 -0.0030 0.0051
H 0.0088 -0.0040 0.0335
H -0.0003 -0.0114 0.0057
H 0.0060 0.0060 0.0151
C 0.0044 -0.0125 -0.0227
C 0.0015 0.0038 0.0157
C 0.0034 -0.0120 -0.0024
C -0.0142 -0.0121 0.0187
C -0.0099 0.0092 -0.0294
C 0.0044 0.0009 0.0233
C 0.0450 -0.2087 -0.0457
C -0.0366 0.3825 -0.3154
C -0.0724 0.0031 0.2783
C 0.0298 0.0341 -0.0864
C 0.0074 -0.0277 -0.0071
C -0.0112 0.0692 -0.0461
C -0.0211 -0.0644 0.0426
C 0.0097 -0.0529 0.0107
H -0.0034 0.0046 0.0015
H -0.0007 0.0027 0.0043
H 0.0018 0.0003 -0.0040
H 0.0051 0.0034 0.0097
H -0.0026 0.0022 -0.0049
H 0.0195 0.0196 0.0320
H -0.0181 0.0278 0.0412
H -0.0040 0.0063 0.0045
H 0.0009 0.0090 -0.0061
H 0.0027 -0.0038 0.0023
H 0.0120 0.0075 -0.0029

Calculated values
Charge ... +1
Electronic energy ... -76449.771 eV
Frontier orbital gap (alpha / beta) ... 6.285 / 5.614 eV
LUMO energy (alpha / beta) ... -3.61 / -3.61 eV
Multiplicity ... 2